P) A cluster of 2 separate species, H4O2 in total, computed with wB97M-V/def2-TZVPD.

Each line ends with the natural charge from an NBO analysis.
CARTESIAN COORDINATES (ANGSTROEM)
H (0.08615, 0.73529, -1.70006)  0.479
H (0.98318, 1.62088, -0.75025)  0.487
O (-0.73545, -0.73938, 1.00773)  -0.960
H (-0.07319, -0.71205, 0.30936)  0.490
H (-0.45220, -1.35771, 1.68468)  0.464
O (0.66746, 0.70358, -0.95070)  -0.960

Properties
- HOMO-LUMO gap (Eh) = 0.432
- HOMO energy (eV) = -10.92
- SMILES = O.O



Q) A cluster of 2 separate species, H4O2 in total, computed with wB97M-V/def2-TZVPD.

Each line ends with the natural charge from an NBO analysis.
CARTESIAN COORDINATES (ANGSTROEM)
H (-0.71645, 3.49064, 5.10644)  0.463
O (-0.59716, 3.19599, 4.23437)  -0.930
H (0.07791, -2.60748, -4.98396)  0.461
H (0.89225, -3.50022, -4.16773)  0.463
H (0.32860, 2.78462, 4.27039)  0.467
O (0.01485, -3.36355, -4.45952)  -0.924

Properties
- HOMO-LUMO gap (Eh) = 0.466
- HOMO energy (eV) = -11.63
- SMILES = O.O



R) A cluster of 2 separate species, H4O2 in total, computed with wB97M-V/def2-TZVPD.

Each line ends with the natural charge from an NBO analysis.
CARTESIAN COORDINATES (ANGSTROEM)
H (-0.77660, -0.33361, -0.22640)  0.491
H (1.74018, -0.65055, -0.06182)  0.475
O (-1.69954, 0.03915, -0.20825)  -0.962
O (1.11837, 0.01541, -0.09354)  -0.950
H (1.52337, 0.86357, -0.14832)  0.486
H (-1.90578, 0.06602, 0.73833)  0.460

Properties
- HOMO-LUMO gap (Eh) = 0.421
- HOMO energy (eV) = -10.75
- SMILES = O.O



Tell me which of them is the most stable. Sure, it is P).



P) A cluster of 2 separate species, H4O2 in total, computed with wB97M-V/def2-TZVPD.

Each line ends with the natural charge from an NBO analysis.
CARTESIAN COORDINATES (ANGSTROEM)
O (0.56621, -1.56300, 0.57204)  -0.950
H (-1.09570, 0.71908, -0.33397)  0.474
H (0.29808, -0.88648, -0.06593)  0.483
H (-0.13524, 1.86670, -0.68168)  0.480
O (-0.33649, 0.94662, -0.88555)  -0.948
H (0.70313, -1.08293, 1.39509)  0.462

Properties
- HOMO-LUMO gap (Eh) = 0.435
- HOMO energy (eV) = -11.21
- SMILES = O.O



Q) A structure of composition H4O2, computed with wB97M-V/def2-TZVPD.

Each line ends with the natural charge from an NBO analysis.
CARTESIAN COORDINATES (ANGSTROEM)
O (0.02845, -1.44003, -0.39985)  -0.973
H (-0.66431, -1.11708, -1.18044)  0.493
H (0.74057, -2.33873, -0.89467)  0.482
H (-0.88693, 2.01360, 0.99611)  0.496
H (0.46148, 0.56725, 0.72155)  0.525
O (0.01520, 1.54941, 0.44453)  -1.024

Properties
- HOMO-LUMO gap (Eh) = 0.403
- HOMO energy (eV) = -10.69



Tell me which of them is the most stable. Sure, it is P).



P) A cluster of 2 separate species, C2H4O3 in total, computed with wB97M-V/def2-TZVPD.

Each line ends with the natural charge from an NBO analysis.
CARTESIAN COORDINATES (ANGSTROEM)
H (-2.87249, 0.11663, 0.19213)  0.120
O (2.51750, -0.06771, 0.41622)  -0.693
H (-2.33442, -0.72189, -1.37665)  0.109
H (3.11549, 0.45230, -0.13673)  0.489
C (-2.26010, -0.63501, -0.27242)  0.286
H (0.61734, -0.21657, 0.40978)  0.153
C (1.33910, 0.59982, 0.40277)  0.626
O (-1.41597, -1.28502, 0.30535)  -0.511
O (1.29355, 1.75744, 0.05955)  -0.579

Properties
- HOMO-LUMO gap (Eh) = 0.406
- HOMO energy (eV) = -10.63
- SMILES = O=CO.C=O



Q) The molecule C2H4O3, computed with wB97M-V/def2-TZVPD.

Each line ends with the natural charge from an NBO analysis.
CARTESIAN COORDINATES (ANGSTROEM)
H (0.28091, -1.83966, -0.27877)  0.469
C (-0.67717, -0.20643, 0.56412)  -0.183
O (-0.56689, -1.66262, 0.04634)  -0.746
H (-1.67935, 0.12978, 0.28716)  0.243
O (0.15985, 1.77780, 0.05597)  -0.594
H (1.50655, 1.32231, -1.35889)  0.523
O (1.33393, 0.29652, -0.88536)  -0.680
C (0.19573, 0.58278, -0.19021)  0.711
H (-0.55356, -0.40048, 1.75963)  0.257

Properties
- HOMO-LUMO gap (Eh) = 0.404
- HOMO energy (eV) = -10.56
- SMILES = O=C(O)CO



R) The molecule C2H4O3, computed with wB97M-V/def2-TZVPD.

Each line ends with the natural charge from an NBO analysis.
CARTESIAN COORDINATES (ANGSTROEM)
C (-0.25920, -0.03590, -0.25923)  0.796
H (1.49090, 0.73070, 0.60269)  0.262
O (-1.22450, -0.09229, -0.90550)  -0.547
O (-0.22278, -0.69261, 1.12898)  -0.320
H (-2.01497, -0.85810, 0.64070)  0.463
O (-1.47825, -1.36918, 1.36971)  -0.426
H (0.88541, 1.53249, -0.93559)  0.243
C (1.07438, 0.66783, -0.40377)  -0.728
H (1.74900, 0.11705, -1.23799)  0.258

Properties
- HOMO-LUMO gap (Eh) = 0.402
- HOMO energy (eV) = -10.22
- SMILES = CC(=O)OO



Tell me which of them is the most stable. Sure, it is P).



P) A cluster of 2 separate species, C6H15NO in total, computed with wB97M-V/def2-TZVPD.

Each line ends with the natural charge from an NBO analysis.
CARTESIAN COORDINATES (ANGSTROEM)
H (2.87602, -1.13153, 1.51473)  0.252
H (-2.16373, -0.95732, -3.49090)  0.194
C (-1.11950, 0.22675, -1.82462)  -0.408
H (-0.92707, -0.02258, 2.99227)  0.388
H (-2.45953, 0.35141, -0.20418)  0.199
C (-1.16362, -0.46918, -3.15373)  -0.613
C (2.24207, -0.21617, 1.80174)  -0.512
H (-1.65939, -1.25478, -0.38663)  0.232
H (2.76507, -0.09024, 2.85348)  0.203
O (0.32097, -1.55924, 1.32048)  -0.598
C (2.03527, 1.20321, 1.10229)  -0.659
H (-0.02124, 0.03449, -1.47815)  0.194
H (1.01099, 1.64149, 1.10983)  0.254
H (-0.49695, -1.26688, -3.32546)  0.210
H (3.00642, 1.73889, 1.24658)  0.232
H (1.84883, 1.01150, 0.04041)  0.225
N (0.00745, 0.11848, 2.81157)  -0.852
H (-1.16653, 1.34206, -1.87189)  0.201
H (-2.95551, -0.68798, -1.58712)  0.198
H (0.31223, 0.84496, 3.40263)  0.384
C (0.79427, -0.70479, 1.99953)  0.685
H (-0.97789, 0.29853, -3.99361)  0.204
C (-2.10863, -0.45107, -0.87926)  -0.612

Properties
- HOMO-LUMO gap (Eh) = 0.393
- HOMO energy (eV) = -9.81
- SMILES = CCC(N)=O.CCC



Q) A cluster of 2 separate species, C6H15NO in total, computed with wB97M-V/def2-TZVPD.

Each line ends with the natural charge from an NBO analysis.
CARTESIAN COORDINATES (ANGSTROEM)
C (1.00402, 1.41010, -0.24035)  0.018
H (-2.86895, -2.34097, -0.74222)  0.207
H (2.94051, 1.44884, -0.76400)  0.387
C (-1.27967, 0.58543, 0.18297)  -0.407
H (2.68783, 1.47108, 0.91166)  0.372
C (-1.39697, -0.74828, -0.58384)  -0.385
H (-0.92086, -0.63557, -1.55870)  0.201
H (3.14700, -1.46844, -1.76186)  0.471
O (2.53447, -0.94671, -1.22849)  -0.944
C (0.63904, 0.40666, 1.96200)  -0.655
H (-1.65126, 1.40432, -0.43414)  0.208
H (-1.91252, 0.48651, 1.06765)  0.195
H (2.07106, -1.58105, -0.67090)  0.477
H (-3.52834, -0.84250, -0.01274)  0.205
H (-0.14490, -0.04775, 2.56985)  0.215
H (1.45989, -0.31391, 1.88965)  0.204
N (2.33369, 1.71247, -0.00071)  -0.827
C (-2.83946, -1.25035, -0.75026)  -0.619
C (0.14705, 0.83595, 0.60476)  -0.105
H (-0.78581, -1.50138, -0.07186)  0.185
H (0.57883, 1.72044, -1.18801)  0.182
H (-3.18760, -1.05319, -1.76297)  0.206
H (0.97296, 1.24831, 2.58251)  0.212

Properties
- HOMO-LUMO gap (Eh) = 0.298
- HOMO energy (eV) = -7.48
- SMILES = CCC/C(C)=C/N.O



Tell me which of them is the most stable. Sure, it is Q).